Computed, not measured: C8H5FN4 in the gas phase at a distorted geometry, with ωB97M-V with the def2-TZVPD basis set.

The calculation puts the highest occupied orbital energy at -9.316 eV. The value obtained for the largest force on an atom is 0.0773 Eh/bohr. For the energy above the lowest of the compared OMol25 structures with the same formula, charge and spin, the calculation gives 23.59 kcal per mole. Its SMILES is Fc1ccc(-c2nncnn2)cc1. The calculation puts the LUMO energy at -1.068 eV.

Each line ends with the natural charge from an NBO analysis.
Positions of all 18 atoms, in Å:
F -4.31800 -0.05109 0.12032  -0.3080
N 1.92021 -1.18586 -0.06394  -0.1732
N 1.93710 1.17769 -0.25828  -0.2117
N 3.23376 -1.22105 0.20351  -0.1774
N 3.27214 1.16390 -0.09344  -0.1691
C -2.34484 1.22700 0.02307  -0.2968
C -2.32586 -1.19451 -0.06941  -0.2917
C 1.29559 0.06275 -0.10172  0.3103
C -0.96207 -1.22112 -0.16186  -0.1489
C 3.84452 -0.05202 0.15343  0.1403
C -3.00458 0.01699 -0.02554  0.4158
C -0.16608 -0.00209 -0.00813  -0.1369
C -0.87899 1.27198 0.09002  -0.1322
H -0.41779 -2.23147 -0.29387  0.2506
H 4.96000 -0.00575 0.34963  0.2067
H -0.28639 2.18889 0.28408  0.2474
H -2.85520 2.19454 0.02619  0.2364
H -2.90351 -2.13881 -0.17406  0.2386

---

Computed, not measured: C8H5N2O2P in the gas phase at a distorted geometry, with ωB97M-V with the def2-TZVPD basis set.

The calculation puts the highest occupied orbital energy at -9.997 eV. The value obtained for the largest force on an atom is 0.0758 Eh/bohr. For the energy above the lowest of the compared OMol25 structures with the same formula, charge and spin, the calculation gives 12.27 kcal per mole. Its SMILES is N#CP(=O)(C#N)Oc1ccccc1. The calculation puts the LUMO energy at -0.433 eV.

Each line ends with the natural charge from an NBO analysis.
Positions of all 18 atoms, in Å:
P -2.31533 0.09284 0.51690  2.0884
O -2.10894 0.53673 1.89517  -0.9850
O -1.19729 -0.72900 -0.24755  -0.7551
N -4.30190 -1.95988 -0.10072  -0.1781
N -2.99094 2.37096 -1.29790  -0.2104
C 0.14588 -0.40995 -0.07558  0.2498
C 2.79514 0.12126 -0.00064  -0.2124
C 0.61531 0.89686 -0.21581  -0.2801
C 1.96243 1.24369 -0.18305  -0.1764
C 2.40732 -1.13377 0.10306  -0.1931
C 1.05583 -1.45389 0.03256  -0.2203
C -2.68175 1.52441 -0.57710  -0.1289
C -3.54417 -1.14775 0.18596  -0.1387
H 3.12006 -1.92270 0.35681  0.2243
H 0.64139 -2.41330 0.28940  0.2308
H 3.82150 0.30782 -0.05640  0.2062
H 0.09714 1.84460 -0.35005  0.2409
H 2.47832 2.23107 -0.27506  0.2383

---

Computed, not measured: a molecular structure, C8H5NNiO5 at a distorted geometry, with ωB97M-V with the def2-TZVPD basis set.

The calculation puts the highest occupied orbital energy (spin up / spin down) at -18.772 / -19.396 eV. The value obtained for the largest force on an atom is 0.1746 Eh/bohr. As for the expectation value of S²: 2.015. As for the spin multiplicity: 3. The calculation puts the LUMO energy (spin up / spin down) at -9.020 / -10.607 eV. The total charge is +2.

Each line ends with the natural charge from an NBO analysis.
Positions of all 20 atoms, in Å:
Ni -0.00738 -0.00469 0.19796  0.8182
O 1.52422 2.57015 0.00824  -0.2819
O -2.56784 1.51746 0.06327  -0.2842
O -1.52514 -2.56428 0.08991  -0.2882
O -0.00190 -0.00230 -3.63223  -0.3327
O 2.56918 -1.52283 0.02482  -0.2824
N -0.17409 -0.11530 1.97502  -0.6171
C -0.00231 -0.00223 -2.49498  0.4676
C 0.94717 1.56687 0.01692  0.4892
C -0.91627 -1.59787 -0.04668  0.4956
C 1.59581 -0.90279 0.01402  0.4918
C -0.51179 -0.33578 4.54296  -0.5676
C -1.55757 0.98094 -0.01733  0.4949
C 0.53272 0.34979 5.44892  -0.5949
C -0.29558 -0.19444 3.12940  0.6423
H 1.54450 -0.05768 5.30809  0.2361
H -0.49802 -1.40943 4.77788  0.3051
H -1.49139 0.10426 4.77718  0.3050
H 0.27313 0.18027 6.50077  0.2671
H 0.56275 1.43996 5.30695  0.2361